# 1
The following is a quantum chemistry calculation of a 5-piece molecular cluster, C26H26F32N3O4PS overall, from the Open Molecules 2025 dataset.

XYZ file:
```
93
Properties=species:S:1:pos:R:3:mulliken_charge:R:1
N 0.560 -2.502 0.555 -0.60
C 1.179 -3.191 -0.225 -0.25
C 1.881 -4.198 -1.269 0.39
C 3.106 -3.476 -2.019 -0.59
C 3.986 -4.436 -2.961 -0.51
N 5.057 -5.206 -2.249 -0.65
C 0.720 -4.769 -2.238 0.70
C 0.752 -4.207 -3.730 -0.18
N 1.072 -3.898 -4.863 -0.53
P 0.763 -6.670 -2.118 0.13
S -0.703 -7.445 -3.149 -0.37
H 2.287 -5.075 -0.637 0.45
H 3.819 -3.089 -1.183 0.47
H 2.747 -2.514 -2.563 0.13
H 4.499 -3.745 -3.742 0.35
H 3.345 -5.169 -3.581 0.27
H 5.951 -4.752 -2.526 0.26
H 5.113 -6.172 -2.641 0.26
H -0.302 -4.452 -1.783 0.20
H 0.553 -7.002 -0.723 0.04
H 2.063 -7.206 -2.466 0.10
F 1.177 1.733 -0.741 -0.27
C 0.972 0.500 -1.246 0.15
F 2.200 -0.075 -1.351 -0.26
C 0.280 0.532 -2.608 0.92
F 1.057 1.134 -3.541 -0.30
F 0.130 -0.762 -3.027 -0.27
C -1.120 1.176 -2.631 -0.89
O -1.201 2.546 -3.051 -0.41
C -0.952 3.532 -2.068 0.78
F -0.940 2.957 -0.850 -0.26
F -2.033 4.350 -2.081 -0.31
C 0.309 4.356 -2.356 0.24
F 1.407 3.575 -2.456 -0.20
F 0.548 5.239 -1.354 -0.22
H 0.397 -0.083 -0.522 0.21
H -1.691 0.634 -3.393 0.46
H -1.673 1.005 -1.702 0.36
H 0.206 4.912 -3.293 0.21
F -5.001 7.958 -1.181 -0.22
C -4.735 6.998 -0.275 0.21
F -5.868 6.844 0.458 -0.28
C -3.559 7.353 0.636 0.85
F -3.838 8.438 1.398 -0.29
F -3.386 6.318 1.511 -0.31
C -2.206 7.572 -0.072 -0.71
O -1.830 8.928 -0.348 -0.41
C -2.347 9.509 -1.531 0.79
F -2.898 8.548 -2.298 -0.27
F -1.274 9.965 -2.221 -0.29
C -3.302 10.675 -1.251 0.18
F -4.343 10.298 -0.476 -0.21
F -3.829 11.155 -2.405 -0.26
H -4.554 6.059 -0.806 0.19
H -1.438 7.223 0.627 0.42
H -2.086 6.930 -0.950 0.37
H -2.782 11.491 -0.740 0.23
F -3.786 -5.066 1.212 -0.24
C -2.548 -4.860 0.726 0.04
F -2.706 -4.496 -0.574 -0.27
C -1.660 -6.101 0.825 0.99
F -2.134 -7.108 0.057 -0.25
F -0.435 -5.775 0.298 -0.29
C -1.409 -6.631 2.252 -0.86
O -2.224 -7.724 2.693 -0.42
C -3.496 -7.401 3.225 0.75
F -3.569 -6.073 3.440 -0.28
F -3.544 -7.977 4.449 -0.30
C -4.650 -7.934 2.368 0.21
F -4.592 -7.469 1.101 -0.21
F -5.846 -7.543 2.872 -0.26
H -2.103 -4.012 1.256 0.31
H -0.395 -7.046 2.246 0.46
H -1.371 -5.828 2.993 0.36
H -4.632 -9.027 2.326 0.24
F 3.424 2.691 4.862 -0.20
C 4.398 1.829 5.206 0.10
F 5.408 2.582 5.714 -0.28
C 4.898 0.998 4.024 0.87
F 5.486 1.780 3.088 -0.27
F 5.883 0.169 4.488 -0.33
C 3.845 0.102 3.341 -0.74
O 3.228 0.611 2.151 -0.28
C 2.124 1.480 2.321 0.69
F 1.719 1.440 3.606 -0.30
F 1.113 0.940 1.598 -0.27
C 2.402 2.903 1.822 0.49
F 3.470 3.453 2.441 -0.25
F 1.345 3.716 2.071 -0.27
H 4.027 1.189 6.011 0.27
H 4.382 -0.788 2.998 0.40
H 3.103 -0.282 4.048 0.32
H 2.598 2.907 0.746 0.09
```

Values from the calculation:
SMILES string: N#C[C@H](CCN)[C@@H](C#N)[PH2]=S.FC(F)C(F)(F)COC(F)(F)C(F)F.FC(F)C(F)(F)COC(F)(F)C(F)F.FC(F)C(F)(F)COC(F)(F)C(F)F.FC(F)C(F)(F)COC(F)(F)C(F)F
Strongest force on any atom, Eh/bohr: 0.1361
HOMO-LUMO gap, eV: 9.11
HOMO, eV: -9.1

***

# 2
The following is a quantum chemistry calculation of C26H26F33I2NO6Si as an isolated structure, from the Open Molecules 2025 dataset.

XYZ file:
```
95
Properties=species:S:1:pos:R:3:mulliken_charge:R:1
C 2.504 2.389 3.848 -1.59
C 2.381 2.481 2.307 0.51
I 1.524 0.600 1.678 0.06
C 3.727 2.643 1.594 -1.09
I 5.012 4.081 2.579 0.01
Si 3.637 3.251 -0.201 0.24
F 5.106 3.054 -0.816 -0.33
C 2.473 2.275 -1.314 -0.72
C 1.155 2.994 -1.586 -0.63
O 0.413 3.142 -0.383 0.53
C -0.855 3.698 -0.627 -0.61
C -1.436 4.360 0.639 1.06
F -0.440 4.612 1.526 -0.24
F -1.995 5.553 0.296 -0.34
C -2.493 3.567 1.452 0.40
F -1.893 2.628 2.221 -0.20
F -3.068 4.463 2.299 -0.34
C -3.652 2.921 0.632 0.61
F -3.849 3.595 -0.528 -0.24
F -4.801 3.042 1.356 -0.35
C -3.497 1.404 0.385 -0.01
F -2.205 1.053 0.213 -0.11
F -4.162 1.090 -0.764 -0.25
C 3.373 5.118 -0.328 -0.64
O 2.250 5.592 0.418 -0.12
N 1.482 6.471 -0.406 0.24
O 1.190 7.440 0.163 -0.36
H 3.455 1.943 4.123 0.37
H 2.390 3.382 4.274 0.42
H 1.713 1.751 4.227 0.48
H 1.699 3.300 2.103 0.04
H 4.233 1.680 1.603 0.72
H 2.318 1.259 -0.974 0.16
H 2.991 2.215 -2.274 0.49
H 0.566 2.399 -2.293 0.28
H 1.356 3.964 -2.050 0.32
H -0.753 4.511 -1.352 0.52
H -1.536 2.976 -1.076 -0.45
H -3.985 0.857 1.191 0.29
H 3.309 5.434 -1.372 0.48
H 4.266 5.599 0.072 0.40
C -2.044 -4.043 0.749 -1.05
C -1.196 -2.764 0.844 1.03
C -0.786 -2.054 -0.450 0.10
F -0.011 -2.831 -1.226 -0.23
F -0.061 -0.959 -0.108 -0.14
F -0.102 -3.001 1.602 -0.16
F -1.962 -1.854 1.517 -0.30
O -1.382 -5.291 0.867 -0.36
C -0.825 -5.949 -0.200 0.77
C 0.691 -6.119 -0.032 0.31
F 1.293 -4.923 0.085 -0.18
F 1.180 -6.740 -1.128 -0.28
F -1.135 -5.371 -1.374 -0.29
F -1.350 -7.194 -0.220 -0.31
H -2.683 -4.008 1.630 0.46
H -2.712 -4.016 -0.113 0.32
H -1.662 -1.738 -1.020 0.23
H 0.905 -6.718 0.855 0.17
C -3.972 0.392 -5.099 -1.05
C -2.992 1.271 -4.301 1.02
C -3.377 2.731 -4.039 0.05
F -3.495 3.425 -5.183 -0.24
F -2.393 3.307 -3.305 -0.21
F -1.765 1.208 -4.858 -0.30
F -2.906 0.700 -3.064 -0.20
O -3.718 0.178 -6.477 -0.40
C -4.170 1.018 -7.463 0.81
C -3.012 1.648 -8.248 0.18
F -2.211 2.354 -7.430 -0.21
F -3.523 2.486 -9.176 -0.26
F -5.017 1.949 -6.992 -0.29
F -4.862 0.264 -8.346 -0.30
H -3.856 -0.599 -4.663 0.47
H -5.007 0.684 -4.919 0.33
H -4.313 2.790 -3.477 0.30
H -2.426 0.869 -8.741 0.24
C 2.509 -6.118 4.357 -0.82
C 3.890 -5.910 3.711 0.98
C 5.054 -5.465 4.603 0.02
F 4.825 -4.259 5.150 -0.21
F 6.167 -5.373 3.842 -0.27
F 3.776 -5.081 2.654 -0.24
F 4.261 -7.134 3.229 -0.35
O 1.545 -5.086 4.235 -0.29
C 1.443 -4.044 5.123 0.75
C 1.695 -2.691 4.449 0.82
F 2.924 -2.654 3.904 -0.22
F 1.614 -1.714 5.381 -0.28
F 2.228 -4.220 6.202 -0.30
F 0.164 -4.022 5.563 -0.31
H 2.074 -6.941 3.793 0.43
H 2.597 -6.469 5.386 0.31
H 5.231 -6.195 5.397 0.28
H 0.953 -2.513 3.669 -0.34
```

Values from the calculation:
Strongest force on any atom, Eh/bohr: 0.0256
HOMO-LUMO gap, eV: 9.14
HOMO, eV: -9.1

***

# 3
The following is a quantum chemistry calculation of an isolated ion of composition C26H26F3Si and charge +1, from the Open Molecules 2025 dataset.

XYZ file:
```
56
Properties=species:S:1:pos:R:3:mulliken_charge:R:1
F 4.230 1.182 1.634 -0.26
C 3.954 -0.001 2.272 0.83
F 4.734 -0.960 1.682 -0.27
F 4.398 0.150 3.557 -0.24
C 2.490 -0.334 2.257 0.50
C 2.093 -1.648 1.989 -0.98
C 0.732 -1.904 1.828 -0.43
C -0.231 -0.878 1.916 -0.46
C -1.568 -1.078 1.209 0.95
C -2.735 -0.374 1.917 0.42
C -3.921 -1.056 2.262 -0.31
C -5.115 -0.343 2.459 -0.74
C -5.120 1.057 2.374 -0.42
C -3.940 1.743 2.084 -1.11
C -2.756 1.022 1.852 -0.36
C 0.206 0.355 2.463 -0.05
C 1.565 0.660 2.546 -1.24
H 2.825 -2.441 1.843 0.47
H 0.417 -2.927 1.608 0.29
H -1.777 -2.174 1.262 0.42
H -3.921 -2.146 2.338 0.41
H -6.033 -0.885 2.706 0.42
H -6.040 1.617 2.558 0.41
H -3.919 2.832 2.047 0.38
H -1.871 1.576 1.542 0.38
H -0.491 1.118 2.801 0.77
H 1.909 1.673 2.791 0.43
C 0.795 -4.582 -2.517 -1.10
Si -1.039 -4.365 -2.328 0.17
C -1.946 -5.373 -3.606 -1.08
C -1.652 -4.725 -0.626 -0.64
C -1.375 -2.430 -2.619 0.73
C -2.849 -2.075 -2.490 -0.77
C -2.973 -1.139 -1.459 -0.16
C -4.229 -0.611 -1.191 -0.17
C -5.355 -1.127 -1.854 -0.78
C -5.229 -2.104 -2.853 -0.84
C -3.955 -2.557 -3.205 -0.36
C -1.679 -0.986 -0.654 0.57
C -0.732 -1.611 -1.546 -1.30
H 1.351 -3.939 -1.832 0.35
H 1.068 -5.617 -2.294 0.38
H 1.128 -4.365 -3.537 0.34
H -3.030 -5.260 -3.510 0.35
H -1.648 -5.104 -4.627 0.37
H -1.707 -6.431 -3.444 0.34
H -2.723 -4.508 -0.556 0.33
H -1.498 -5.785 -0.398 0.50
H -1.109 -4.133 0.115 -0.07
H -1.001 -2.370 -3.663 0.68
H -4.343 0.211 -0.492 0.56
H -6.345 -0.754 -1.612 0.43
H -6.113 -2.488 -3.375 0.40
H -3.813 -3.287 -4.020 0.58
H -1.444 0.088 -0.324 0.38
H 0.350 -1.617 -1.428 0.59
```

Values from the calculation:
Strongest force on any atom, Eh/bohr: 0.0768
HOMO-LUMO gap, eV: 6.78
Charge: +1
HOMO, eV: -12.1